(1)
Formula: C6H9B
Source: the Open Molecules 2025 dataset
Level of theory: ωB97M-V/def2-TZVPD

ORCA input file:
```
! wB97M-V def2-TZVPD RIJCOSX def2/J DEFGRID3
* xyz 0 1
B 1.31 0.18 -0.16
C -1.01 -0.49 1.28
C -1.54 -0.26 0.11
C 0.58 1.45 -0.07
C -0.11 0.14 0.27
C 2.54 -0.70 -0.13
C -2.71 -0.12 -0.78
H -1.00 -1.07 2.19
H 1.60 2.17 1.18
H 0.21 2.31 -0.42
H 3.52 -0.41 -0.51
H 2.49 -1.69 -0.79
H 2.79 -1.19 0.78
H -2.38 -0.68 -1.63
H -2.67 0.88 -0.99
H -3.63 -0.52 -0.31
*
```

The HOMO energy is -7.580 eV. For the largest force on an atom, the calculation gives 5.50 eV Å⁻¹. As for the total energy: -7036.756 eV. As for the relative energy (zero: lowest compared OMol25 entry of this formula, charge and spin): 586.4 kJ/mol. The calculation puts the LUMO energy at 0.37 eV. The HOMO-LUMO gap is 0.2921 hartree.



(2)
Formula: C17H32Cl2MgO2P2
Source: the Open Molecules 2025 dataset
Level of theory: ωB97M-V/def2-TZVPD

ORCA input file:
```
! wB97M-V def2-TZVPD RIJCOSX def2/J DEFGRID3
* xyz 0 1
P 0.43 -1.90 1.33
P 0.31 1.58 1.32
C 0.20 -0.86 -0.18
C 0.69 0.59 -0.13
H -0.86 -0.91 -0.50
H 0.75 -1.41 -0.95
H 1.77 0.61 -0.33
H 0.16 1.16 -0.89
C -1.40 2.19 1.03
H -1.70 2.79 1.90
H -2.12 1.35 0.95
H -1.42 2.78 0.11
C 1.40 2.99 1.36
H 1.22 3.64 0.50
H 2.44 2.63 1.39
H 1.18 3.52 2.31
C -0.64 -3.33 0.97
H -0.54 -4.05 1.80
H -0.35 -3.81 0.02
H -1.69 -3.00 0.91
C 2.15 -2.44 1.08
H 2.83 -1.58 1.12
H 2.29 -2.96 0.13
H 2.39 -3.12 1.91
Mg -0.53 -0.12 2.82
C 0.69 1.40 -3.01
C -0.64 1.45 -2.90
C -1.59 0.73 -3.82
C -1.24 -0.74 -4.16
C -0.49 -1.49 -3.11
C 0.86 -1.61 -3.10
C 1.81 -0.77 -3.91
C 1.45 0.73 -4.12
C 0.32 -1.83 3.84
H 1.35 1.92 -2.30
H -1.14 2.12 -2.17
H -1.70 1.28 -4.78
H -2.58 0.78 -3.34
H -2.18 -1.27 -4.38
H -0.61 -0.73 -5.06
H -1.10 -1.99 -2.36
H 1.35 -2.45 -2.57
H 1.98 -1.21 -4.91
H 2.78 -0.84 -3.40
H 2.39 1.28 -4.27
H 0.85 0.82 -5.04
H 0.94 -1.16 4.46
H 0.88 -2.75 3.66
H -0.59 -2.07 4.42
Cl -2.68 3.51 4.76
C -2.01 2.11 5.65
Cl -3.17 1.24 6.68
C -1.41 1.15 4.60
O -0.14 1.19 4.42
O -2.18 0.38 3.95
H -1.18 2.48 6.26
*
```

The HOMO energy is -5.071 eV. For the largest force on an atom, the calculation gives 3.04 eV Å⁻¹. As for the total energy: -71307.703 eV. The calculation puts the LUMO energy at 0.36 eV. The HOMO-LUMO gap is 0.1997 hartree.



(3)
Formula: C8H11Cl2P
Source: the Open Molecules 2025 dataset
Level of theory: ωB97M-V/def2-TZVPD

ORCA input file:
```
! wB97M-V def2-TZVPD RIJCOSX def2/J DEFGRID3
* xyz 0 3
C 0.14 -3.25 -0.50
C 0.95 -2.33 0.03
C -1.22 -3.04 -0.32
C 0.36 -1.08 0.68
C -1.26 3.00 -0.29
C -0.61 1.60 -0.47
C 0.52 1.40 0.58
C 1.42 0.20 0.35
P -1.77 -1.63 0.49
Cl 2.73 0.21 1.52
Cl 2.15 0.36 -1.26
H 0.56 -4.16 -0.86
H 1.93 -2.54 -0.15
H -1.98 -3.62 -0.78
H 0.28 -1.03 1.74
H -0.42 3.77 -0.40
H -1.81 3.23 -1.23
H -1.76 3.04 0.69
H -0.12 1.51 -1.39
H -1.26 0.79 -0.52
H 1.08 2.26 0.54
H 0.09 1.32 1.54
*
```

The HOMO energy (alpha / beta) is -6.698 / -9.640 eV. For the largest force on an atom, the calculation gives 3.88 eV Å⁻¹. As for the total energy: -42802.890 eV. The calculation puts the LUMO energy (alpha / beta) at 0.70 / -2.36 eV. The HOMO-LUMO gap (alpha / beta) is 0.2719 / 0.2675 hartree.



(4)
Formula: C10H16
Source: the Open Molecules 2025 dataset
Level of theory: ωB97M-V/def2-TZVPD

ORCA input file:
```
! wB97M-V def2-TZVPD RIJCOSX def2/J DEFGRID3
* xyz 1 2
C 1.79 1.61 0.74
C 3.03 0.75 0.83
H 0.85 1.26 1.30
H 2.11 2.62 0.58
H 1.44 1.44 -0.36
H 3.47 0.47 -0.13
H 2.75 -0.15 1.43
H 3.63 1.45 1.42
C -1.99 0.85 -0.85
C -3.25 0.15 -1.30
C -1.00 -0.12 -0.43
C -0.76 -0.14 1.01
C -0.19 -0.95 -1.28
C 0.21 -1.03 1.48
C 0.58 -1.93 -0.66
C 0.76 -1.98 0.63
H -1.59 1.54 -1.54
H -2.33 1.50 -0.07
H -3.41 0.13 -2.41
H -1.19 0.74 1.64
H -0.32 -0.76 -2.35
H 0.18 -1.11 2.72
H 1.00 -2.68 -1.38
H 1.58 -2.66 1.05
H -4.25 -0.01 -0.77
H -3.09 -0.98 -1.28
*
```

The HOMO energy (alpha / beta) is -14.220 / -14.242 eV. For the largest force on an atom, the calculation gives 7.25 eV Å⁻¹. As for the total energy: -10617.696 eV. As for the relative energy (zero: lowest compared OMol25 entry of this formula, charge and spin): 306.5 kJ/mol. The calculation puts the LUMO energy (alpha / beta) at -4.19 / -8.24 eV. The HOMO-LUMO gap (alpha / beta) is 0.3686 / 0.2206 hartree.



(5)
Formula: C7H19FO3P
Source: the Open Molecules 2025 dataset
Level of theory: ωB97M-V/def2-TZVPD

ORCA input file:
```
! wB97M-V def2-TZVPD RIJCOSX def2/J DEFGRID3
* xyz -1 1
C 3.76 -0.60 0.27
C 2.75 0.58 0.51
O 2.34 1.15 -0.71
C 0.96 0.94 -0.98
C 0.11 2.27 -0.86
O -1.26 2.02 -0.68
C -1.54 1.60 0.64
C -2.78 0.64 0.71
O -2.82 -0.26 -0.37
C -2.62 -1.63 0.05
P -0.81 -2.14 -0.36
F 0.89 -2.44 -0.71
H 3.72 -0.91 -0.79
H 3.50 -1.48 0.90
H 4.79 -0.31 0.54
H 3.31 1.33 1.12
H 1.92 0.21 1.15
H 0.87 0.62 -2.03
H 0.48 0.18 -0.33
H 0.55 2.96 -0.09
H 0.21 2.78 -1.84
H -0.65 1.16 1.13
H -1.81 2.49 1.27
H -3.68 1.30 0.62
H -2.82 0.17 1.71
H -3.28 -2.25 -0.61
H -2.88 -1.82 1.11
H -0.85 -3.27 0.55
H -0.38 -1.29 0.78
H -0.74 -1.00 -1.26
H -1.23 -3.03 -1.43
*
```

The HOMO energy is -3.520 eV. For the largest force on an atom, the calculation gives 1.87 eV Å⁻¹. As for the total energy: -25713.055 eV. The calculation puts the LUMO energy at 3.58 eV. The HOMO-LUMO gap is 0.2609 hartree.



(6)
Formula: C4H8N2OS
Source: the Open Molecules 2025 dataset
Level of theory: ωB97M-V/def2-TZVPD

ORCA input file:
```
! wB97M-V def2-TZVPD RIJCOSX def2/J DEFGRID3
* xyz 0 1
C 1.39 -0.56 -0.35
C -0.35 1.13 -0.31
C -1.49 0.34 -0.41
C -1.71 -1.19 -0.21
H 2.31 0.84 1.49
H 2.60 1.88 0.03
H 0.61 -1.15 -0.92
H -0.36 2.15 -0.58
H -2.45 1.03 -0.47
H -1.36 -1.84 -1.09
H -2.85 -1.26 -0.02
H -1.11 -0.72 1.44
N 1.77 1.55 0.70
N 0.97 0.71 -0.07
O -0.89 -1.66 0.95
S 2.92 -1.26 -0.18
*
```

The HOMO energy is -8.610 eV. For the largest force on an atom, the calculation gives 5.59 eV Å⁻¹. The SMILES is NN(C=S)/C=C\CO. As for the total energy: -20136.736 eV. As for the relative energy (zero: lowest compared OMol25 entry of this formula, charge and spin): 395.4 kJ/mol. The calculation puts the LUMO energy at 0.04 eV. The HOMO-LUMO gap is 0.3180 hartree.



(7)
Formula: C22H26N4O2
Source: the Open Molecules 2025 dataset
Level of theory: ωB97M-V/def2-TZVPD

ORCA input file:
```
! wB97M-V def2-TZVPD RIJCOSX def2/J DEFGRID3
* xyz 0 1
C 5.00 6.70 1.87
C 4.40 6.55 0.63
C 4.12 5.29 0.14
C 4.45 4.16 0.89
C 5.04 4.32 2.13
C 5.32 5.59 2.62
H 5.79 5.70 3.59
H 5.28 3.45 2.72
C 4.12 2.78 0.38
C 2.85 2.36 1.02
N 2.77 1.73 2.15
O 1.43 1.59 2.39
C 0.80 2.16 1.36
N 1.62 2.64 0.49
C -0.69 2.09 1.27
N -1.15 0.99 0.44
C -0.79 1.12 -0.96
C -1.51 0.04 -1.76
N -1.12 -1.27 -1.28
C -1.68 -2.33 -2.09
C -1.01 -3.68 -1.78
O -1.57 -4.35 -0.67
C -2.80 -4.94 -0.79
C -3.53 -5.06 -1.96
C -4.76 -5.71 -1.95
C -5.27 -6.23 -0.78
C -4.54 -6.11 0.40
C -3.32 -5.47 0.39
H -2.74 -5.37 1.30
H -4.93 -6.52 1.32
H -6.23 -6.73 -0.77
H -5.32 -5.80 -2.87
H -3.16 -4.67 -2.90
H -1.03 -4.33 -2.66
H 0.03 -3.50 -1.50
H -2.77 -2.42 -1.95
H -1.49 -2.09 -3.14
C -1.48 -1.39 0.12
C -0.75 -0.32 0.93
H -1.03 -0.40 1.98
H 0.33 -0.49 0.83
H -1.19 -2.37 0.48
H -2.57 -1.26 0.26
H -1.23 0.13 -2.81
H -2.60 0.20 -1.67
H -1.10 2.11 -1.31
H 0.30 1.02 -1.11
H -1.10 1.95 2.28
H -1.06 3.02 0.85
H 3.99 2.79 -0.70
H 4.90 2.08 0.66
H 3.64 5.17 -0.82
H 4.14 7.42 0.04
H 5.22 7.69 2.25
*
```

The HOMO energy is -8.437 eV. For the largest force on an atom, the calculation gives 1.21 eV Å⁻¹. The SMILES is c1ccc(Cc2noc(CN3CCN(CCOc4ccccc4)CC3)n2)cc1. As for the total energy: -33290.119 eV. As for the relative energy (zero: lowest compared OMol25 entry of this formula, charge and spin): 288.1 kJ/mol. The calculation puts the LUMO energy at 0.84 eV. The HOMO-LUMO gap is 0.3408 hartree.



(8)
Formula: C38H29IrN6O8S
Source: the Open Molecules 2025 dataset
Level of theory: ωB97M-V/def2-TZVPD

ORCA input file:
```
! wB97M-V def2-TZVPD RIJCOSX def2/J DEFGRID3
* xyz 1 2
Ir -0.02 1.16 -0.15
C -5.62 0.81 -0.55
C -4.74 0.16 -1.41
C -3.42 0.56 -1.49
C -3.00 1.66 -0.73
C -3.87 2.31 0.13
C -5.19 1.88 0.23
N -1.66 2.09 -0.84
C -1.38 3.36 -1.26
C -2.34 4.26 -1.75
C -1.95 5.52 -2.15
C -0.61 5.92 -2.08
C 0.36 5.04 -1.64
C -0.02 3.77 -1.25
N 0.87 2.78 -0.80
N 2.10 3.00 -0.70
C 2.76 1.92 -0.09
C 4.12 1.99 0.08
C 4.75 0.94 0.74
C 3.99 -0.11 1.20
C 2.62 -0.12 0.97
N 2.01 0.87 0.34
H -6.65 0.47 -0.48
H -5.08 -0.68 -1.99
H -2.72 0.05 -2.12
H -3.51 3.13 0.74
H -5.86 2.37 0.91
H -3.38 3.96 -1.83
H -2.69 6.21 -2.52
H -0.33 6.92 -2.39
H 1.41 5.32 -1.60
H 4.65 2.85 -0.29
H 5.82 0.97 0.90
H 4.43 -0.94 1.74
H 2.00 -0.93 1.31
O 0.59 1.40 3.50
C -0.22 1.35 2.62
O -0.12 2.15 1.53
C -1.45 0.50 2.70
C -2.18 0.55 3.88
C -3.35 -0.18 3.99
C -3.79 -0.98 2.97
C -3.04 -1.06 1.80
C -1.85 -0.32 1.62
O -1.15 -0.38 0.52
N -3.60 -1.92 0.76
O -2.85 -2.38 -0.09
O -4.79 -2.15 0.80
N -4.14 -0.09 5.22
O -3.73 0.65 6.10
O -5.16 -0.75 5.28
H -1.83 1.16 4.71
H -4.71 -1.54 3.06
O 0.87 -1.09 -0.98
S 0.20 -2.32 -1.56
C 1.52 -3.07 -2.62
C 2.49 -2.04 -3.10
C 3.56 -1.65 -2.30
C 4.45 -0.68 -2.73
C 4.27 -0.08 -3.97
C 3.21 -0.46 -4.78
C 2.32 -1.43 -4.34
C 0.11 -3.61 -0.27
C 1.21 -3.62 0.75
C 1.02 -2.93 1.95
C 1.99 -2.93 2.94
C 3.18 -3.63 2.74
C 3.37 -4.34 1.57
C 2.39 -4.35 0.59
H 0.99 -3.53 -3.45
H 2.02 -3.85 -2.05
H 3.69 -2.13 -1.33
H 5.29 -0.41 -2.12
H 4.97 0.67 -4.32
H 3.07 0.00 -5.75
H 1.50 -1.74 -4.98
H 0.04 -4.54 -0.83
H -0.85 -3.43 0.20
H 0.09 -2.40 2.11
H 1.81 -2.39 3.86
H 3.94 -3.64 3.51
H 4.27 -4.92 1.42
H 2.53 -4.96 -0.30
*
```

The HOMO energy (alpha / beta) is -11.186 / -11.177 eV. For the largest force on an atom, the calculation gives 0.96 eV Å⁻¹. As for the total energy: -78859.399 eV. As for the relative energy (zero: lowest compared OMol25 entry of this formula, charge and spin): 0.0 kJ/mol. The calculation puts the LUMO energy (alpha / beta) at -4.77 / -5.68 eV. The HOMO-LUMO gap (alpha / beta) is 0.2358 / 0.2019 hartree.



(9)
Formula: C4H7N3O2
Source: the Open Molecules 2025 dataset
Level of theory: ωB97M-V/def2-TZVPD

ORCA input file:
```
! wB97M-V def2-TZVPD RIJCOSX def2/J DEFGRID3
* xyz 0 1
C 3.81 -0.22 0.03
C 0.45 0.24 -0.06
C -2.39 0.20 0.74
C -2.43 0.45 -0.70
H 4.80 0.30 -0.03
H 3.62 -1.28 0.19
H -0.13 -1.70 0.08
H -1.74 0.70 1.47
H -3.34 -0.24 1.16
H -1.76 1.18 -1.14
H -3.34 0.33 -1.22
N 2.80 0.56 -0.07
N -0.43 -0.81 -0.21
N -1.84 -0.78 -0.13
O 1.70 -0.34 -0.14
O 0.22 1.42 0.02
*
```

The HOMO energy is -9.529 eV. For the largest force on an atom, the calculation gives 3.10 eV Å⁻¹. The SMILES is C=NOC(=O)NN1CC1. As for the total energy: -12822.741 eV. As for the relative energy (zero: lowest compared OMol25 entry of this formula, charge and spin): 462.1 kJ/mol. The calculation puts the LUMO energy at 0.92 eV. The HOMO-LUMO gap is 0.3841 hartree.



(10)
Formula: C3H2O5
Source: the Open Molecules 2025 dataset
Level of theory: ωB97M-V/def2-TZVPD

ORCA input file:
```
! wB97M-V def2-TZVPD RIJCOSX def2/J DEFGRID3
* xyz 0 1
C 0.38 0.16 0.78
C 1.14 -0.57 -1.21
C -0.67 0.11 -0.02
H -0.20 0.61 2.68
H -2.37 0.18 -0.84
O 0.67 0.79 2.02
O 1.54 -0.23 0.08
O 1.78 -1.01 -2.10
O -0.29 -0.57 -1.32
O -1.99 0.53 -0.08
*
```

The HOMO energy is -9.310 eV. For the largest force on an atom, the calculation gives 4.88 eV Å⁻¹. The SMILES is O=c1oc(O)c(O)o1. As for the total energy: -13378.575 eV. As for the relative energy (zero: lowest compared OMol25 entry of this formula, charge and spin): 211.9 kJ/mol. The calculation puts the LUMO energy at 0.06 eV. The HOMO-LUMO gap is 0.3443 hartree.



(11)
Formula: C19H13N2O4Zr
Source: the Open Molecules 2025 dataset
Level of theory: ωB97M-V/def2-TZVPD

ORCA input file:
```
! wB97M-V def2-TZVPD RIJCOSX def2/J DEFGRID3
* xyz 1 1
Zr 0.74 0.29 1.43
O -3.25 1.46 1.42
C -2.08 1.39 1.24
O -1.24 0.51 1.81
C -1.32 2.35 0.34
C -1.83 3.42 -0.36
C -0.94 4.20 -1.09
C 0.43 3.93 -1.08
C 0.85 2.84 -0.34
N -0.02 2.08 0.32
C 2.28 2.38 -0.12
O 3.22 2.90 -0.65
O 2.32 1.34 0.72
H -2.89 3.62 -0.33
H -1.31 5.05 -1.65
H 1.15 4.53 -1.61
N 2.01 -0.78 3.06
C 0.80 -1.48 3.43
C 0.21 -1.23 4.66
C -1.02 -1.78 4.96
C -1.66 -2.60 4.03
C -1.07 -2.84 2.81
C 0.16 -2.29 2.47
C 0.73 -2.55 1.10
C 0.98 -3.86 0.70
C 1.45 -4.10 -0.58
C 1.67 -3.05 -1.47
C 1.42 -1.75 -1.07
C 0.94 -1.48 0.21
H 2.45 -0.32 3.86
H 2.70 -1.38 2.61
H 0.71 -0.60 5.39
H -1.48 -1.59 5.92
H -2.62 -3.03 4.27
H -1.58 -3.46 2.08
H 0.81 -4.68 1.39
H 1.65 -5.12 -0.90
H 2.03 -3.25 -2.47
H 1.61 -0.94 -1.77
*
```

The HOMO energy is -12.475 eV. For the largest force on an atom, the calculation gives 0.08 eV Å⁻¹. As for the total energy: -32362.766 eV. The calculation puts the LUMO energy at -4.11 eV. The HOMO-LUMO gap is 0.3073 hartree.



(12)
Formula: C17H45FNNbO10PS3
Source: the Open Molecules 2025 dataset
Level of theory: ωB97M-V/def2-TZVPD

ORCA input file:
```
! wB97M-V def2-TZVPD RIJCOSX def2/J DEFGRID3
* xyz -1 1
C -6.01 -2.99 0.14
C -6.32 -1.42 0.00
C -5.53 -0.69 -1.19
C -4.00 -0.48 -0.69
C -3.37 0.92 -1.17
C -1.99 1.30 -0.44
Nb -0.15 0.16 -1.15
C -1.17 -0.67 -3.02
C -0.17 -1.74 -3.67
O 0.28 -2.75 -3.06
F 0.26 -1.62 -5.05
P -0.78 -1.88 0.29
N 0.27 -1.90 1.56
H -6.13 -3.29 1.24
H -4.95 -3.29 -0.17
H -6.77 -3.55 -0.50
H -6.05 -0.86 0.97
H -7.46 -1.27 -0.16
H -5.98 0.37 -1.30
H -5.61 -1.21 -2.20
H -3.97 -0.52 0.47
H -3.41 -1.40 -1.05
H -3.30 1.01 -2.32
H -4.14 1.73 -0.86
H -2.10 1.15 0.70
H -1.77 2.43 -0.57
H 1.37 -0.73 -1.60
H 0.73 0.82 0.31
H 0.31 1.63 -2.14
H -2.19 -1.15 -2.85
H -1.30 0.18 -3.77
H -2.10 -1.83 0.86
H -0.56 -3.11 -0.42
H 0.92 -1.11 1.50
O 4.18 3.27 -3.93
S 4.19 2.71 -2.60
O 3.01 2.65 -1.79
O 5.38 3.42 -1.74
C 5.37 4.84 -1.62
C 4.30 5.31 -0.66
C 4.89 1.09 -2.67
H 5.27 5.31 -2.60
H 6.35 5.13 -1.23
H 3.30 5.10 -1.05
H 4.37 6.39 -0.50
H 4.38 4.80 0.30
H 5.81 1.12 -3.25
H 4.17 0.44 -3.16
H 5.08 0.74 -1.66
O 1.59 -5.89 -0.07
S 2.73 -5.72 -0.93
O 3.52 -6.85 -1.37
O 3.71 -4.61 -0.29
C 4.19 -4.81 1.04
C 5.26 -5.89 1.10
C 2.24 -4.80 -2.36
H 3.36 -5.04 1.71
H 4.62 -3.86 1.37
H 4.84 -6.86 0.84
H 5.68 -5.96 2.10
H 6.06 -5.67 0.38
H 1.67 -3.93 -2.04
H 1.62 -5.45 -2.98
H 3.13 -4.51 -2.91
O -1.63 2.59 2.51
S -1.17 3.44 3.58
O -0.43 2.92 4.70
O -2.42 4.31 4.13
C -3.58 3.61 4.58
C -3.35 2.95 5.93
C -0.25 4.79 2.88
H -3.91 2.88 3.84
H -4.38 4.35 4.68
H -2.60 2.16 5.86
H -4.27 2.51 6.31
H -2.97 3.68 6.66
H -0.81 5.21 2.05
H 0.70 4.39 2.53
H -0.07 5.53 3.66
*
```

The HOMO energy is -4.559 eV. For the largest force on an atom, the calculation gives 5.62 eV Å⁻¹. As for the total energy: -86377.297 eV. The calculation puts the LUMO energy at 1.82 eV. The HOMO-LUMO gap is 0.2345 hartree.